Computed, not measured: an isolated molecule of C17H14ClNO7S, with ωB97M-V/def2-TZVPD.

CARTESIAN COORDINATES (ANGSTROEM)
N  -3.834  -1.190  0.826
S  -3.599  -0.470  -0.674
O  -2.851  -1.407  -1.456
O  -4.840  0.031  -1.177
C  -2.532  0.908  -0.248
C  -1.298  1.027  -0.852
C  -0.465  2.089  -0.510
C  0.876  2.188  -1.156
O  1.090  1.983  -2.320
O  1.811  2.509  -0.254
C  3.177  2.434  -0.645
C  3.891  1.310  0.123
O  4.999  1.476  0.569
C  3.084  0.091  0.318
C  3.134  -0.558  1.553
C  2.276  -1.602  1.824
C  1.362  -2.031  0.866
C  1.374  -1.446  -0.408
C  2.232  -0.390  -0.670
O  0.553  -1.862  -1.413
C  -0.114  -3.080  -1.155
C  -0.606  -3.118  0.288
O  0.474  -3.012  1.195
C  -0.884  3.023  0.433
C  -2.136  2.922  1.009
C  -2.964  1.860  0.662
Cl  -4.521  1.724  1.349
H  -4.725  -0.960  1.237
H  -3.704  -2.188  0.777
H  -0.989  0.284  -1.571
H  3.656  3.387  -0.406
H  3.244  2.251  -1.724
H  3.826  -0.206  2.302
H  2.277  -2.094  2.783
H  2.230  0.012  -1.670
H  -0.958  -3.114  -1.844
H  0.568  -3.921  -1.338
H  -1.099  -4.065  0.510
H  -1.305  -2.285  0.441
H  -0.230  3.837  0.702
H  -2.478  3.653  1.723

Forces on atoms 1 to 3 (eV/Å):
0.19 0.32 -0.63
-0.33 -0.29 0.56
0.37 -0.03 0.06

Values from the calculation:
Total charge ... 0
Molar mass ... 411.819 Da
E_tot ... -57035.88086 eV
Gap between HOMO and LUMO ... 8.558 eV
SMILES ... NS(=O)(=O)c1cc(C(=O)OCC(=O)c2ccc3c(c2)OCCO3)ccc1Cl
LUMO energy ... -0.09 eV



Computed, not measured: a structure of composition C17H14ErF8N6O2S in a non-equilibrium geometry, with ωB97M-V/def2-TZVPD.

CARTESIAN COORDINATES (ANGSTROEM)
Er  -0.167  0.531  -1.088
N  0.897  -3.155  -3.367
C  0.830  -1.868  -4.059
C  0.369  -0.858  -3.056
O  1.048  0.199  -2.809
O  -0.698  -1.087  -2.381
H  1.276  -3.863  -3.983
H  -0.037  -3.453  -3.110
H  0.138  -1.834  -4.908
H  1.815  -1.570  -4.405
C  -1.848  1.262  4.412
C  -0.757  1.893  3.631
N  0.010  2.859  4.019
N  0.834  3.083  2.944
C  0.601  2.294  1.902
S  1.391  2.303  0.408
N  -0.419  1.515  2.342
N  -1.002  0.507  1.579
H  -1.984  1.824  5.331
H  -1.602  0.230  4.669
H  -2.786  1.266  3.855
H  1.530  3.810  2.983
H  -0.894  -0.373  2.073
H  -1.994  0.714  1.457
F  3.645  -5.304  1.291
C  4.139  -4.061  1.287
F  5.242  -4.049  0.531
F  4.494  -3.752  2.542
C  3.113  -3.072  0.775
C  1.762  -3.331  0.931
C  0.863  -2.385  0.484
N  1.239  -1.232  -0.077
C  2.550  -0.999  -0.232
C  3.520  -1.892  0.179
H  1.414  -4.255  1.368
H  -0.203  -2.566  0.559
H  2.828  -0.073  -0.716
H  4.567  -1.672  0.023
F  -0.610  2.554  -2.586
C  -1.889  2.669  -2.045
C  -2.178  1.792  -1.044
C  -3.425  1.932  -0.503
F  -3.811  1.138  0.545
C  -4.339  2.874  -0.933
F  -5.542  2.987  -0.376
C  -3.983  3.729  -1.969
F  -4.846  4.640  -2.394
C  -2.727  3.639  -2.548
F  -2.377  4.460  -3.531

Forces on atoms 1 to 3 (eV/Å):
-0.30 1.33 2.21
-0.02 0.01 -0.05
0.06 -0.09 0.02

Values from the calculation:
Multiplicity ... 4
Total charge ... +1
Molar mass ... 685.650 Da
E_tot ... -91084.91694 eV
Gap between HOMO and LUMO (alpha / beta) ... 8.662 / 8.668 eV
LUMO energy (alpha / beta) ... -3.28 / -3.27 eV
ΔE to the lowest compared entry with this formula, charge and spin ... 19.1 kJ/mol



Computed, not measured: a structure of composition C17H14F6I2InN2O2 in a non-equilibrium geometry, with ωB97M-V/def2-TZVPD.

CARTESIAN COORDINATES (ANGSTROEM)
In  -0.083  -0.492  0.585
I  -2.781  -2.118  -5.913
C  -2.418  -1.618  -3.904
C  -2.064  -2.607  -2.996
C  -1.863  -2.238  -1.680
I  -0.752  -3.401  -0.271
C  -2.115  -0.939  -1.221
O  -2.053  -0.618  0.039
C  -2.212  0.065  -2.208
C  -1.856  1.444  -1.727
N  -0.500  1.399  -1.155
C  0.539  1.213  -2.158
C  1.875  0.905  -1.527
C  3.061  1.361  -2.090
C  4.258  1.119  -1.434
C  4.235  0.423  -0.232
C  3.024  -0.048  0.244
N  1.890  0.189  -0.405
C  -2.396  -0.276  -3.529
H  -1.910  -3.627  -3.315
H  -2.551  1.756  -0.943
H  -1.893  2.160  -2.557
H  -0.329  2.264  -0.644
H  0.645  2.096  -2.805
H  0.245  0.366  -2.793
H  3.036  1.908  -3.021
H  5.188  1.476  -1.847
H  5.136  0.251  0.330
H  2.941  -0.605  1.168
H  -2.490  0.501  -4.274
C  -1.710  -0.859  3.565
C  -0.265  -0.377  3.419
O  0.449  -1.007  2.431
C  0.522  -0.700  4.711
F  0.587  -2.019  4.869
F  1.774  -0.244  4.637
F  -0.039  -0.186  5.803
C  -0.244  1.136  3.142
F  0.902  1.508  2.526
F  -0.432  1.920  4.179
F  -1.202  1.456  2.219
H  -1.696  -1.934  3.744
H  -2.256  -0.652  2.641
H  -2.200  -0.354  4.396

Forces on atoms 1 to 3 (eV/Å):
0.02 0.39 -1.16
0.05 0.04 0.34
0.05 -0.04 -0.43

Values from the calculation:
Total charge ... +1
Molar mass ... 760.925 Da
E_tot ... -62606.81960 eV
Gap between HOMO and LUMO ... 7.432 eV
LUMO energy ... -3.72 eV



Computed, not measured: a cluster of 3 separate species, C17H14FN4O9 in total in a non-equilibrium geometry, with ωB97M-V/def2-TZVPD.

CARTESIAN COORDINATES (ANGSTROEM)
O  5.866  -2.970  2.110
N  5.454  -2.152  1.341
O  4.182  -1.770  1.660
C  3.185  -2.549  0.942
N  1.873  -1.943  1.390
C  0.828  -2.980  1.400
O  -0.316  -2.863  0.904
C  1.564  -4.204  2.126
F  1.920  -3.732  3.462
C  2.982  -4.108  1.357
C  3.183  -4.992  0.020
O  2.752  -4.647  -1.128
O  3.910  -6.157  0.176
H  3.162  -2.335  -0.185
H  1.548  -1.344  0.606
H  1.023  -5.202  2.075
H  3.716  -4.514  2.140
C  0.668  4.340  1.821
C  1.018  4.344  0.474
C  0.955  3.169  -0.266
C  0.533  1.993  0.352
C  0.187  1.982  1.703
C  0.258  3.162  2.435
N  0.439  0.760  -0.429
O  0.768  0.804  -1.606
O  0.032  -0.246  0.140
H  0.714  5.261  2.394
H  1.339  5.266  0.000
H  1.231  3.186  -1.314
H  -0.137  1.071  2.194
H  -0.012  3.164  3.486
C  -4.272  -0.104  -3.314
C  -3.446  -0.197  -2.198
C  -3.179  0.934  -1.434
C  -3.748  2.154  -1.795
C  -4.569  2.255  -2.916
C  -4.829  1.119  -3.676
N  -3.489  3.343  -0.978
O  -2.749  3.223  -0.012
O  -4.033  4.389  -1.307
H  -4.483  -0.990  -3.906
H  -3.013  -1.153  -1.921
H  -2.534  0.846  -0.567
H  -5.012  3.201  -3.206
H  -5.470  1.187  -4.549

Forces on atoms 1 to 3 (eV/Å):
-0.46 1.39 -1.17
1.81 -1.83 0.80
-1.57 -0.31 -0.02

Values from the calculation:
Total charge ... -1
Molar mass ... 437.316 Da
E_tot ... -44952.92952 eV
Gap between HOMO and LUMO ... 5.346 eV
LUMO energy ... 0.91 eV



Computed, not measured: a structure of composition C17H14IIrN3O7, with ωB97M-V/def2-TZVPD.

CARTESIAN COORDINATES (ANGSTROEM)
Ir  -0.610  -0.202  1.170
N  -2.651  -1.667  1.014
C  -3.641  -0.591  0.917
C  -3.393  0.394  2.052
O  -4.303  0.748  2.783
N  -2.084  0.775  2.161
C  -1.610  1.231  3.452
C  -0.727  0.119  4.087
O  -0.482  0.162  5.275
O  -0.288  -0.781  3.245
H  -2.585  -2.198  0.156
H  -2.830  -2.277  1.802
H  -4.674  -0.929  0.992
H  -3.493  -0.096  -0.043
H  -2.431  1.482  4.120
H  -0.973  2.110  3.325
O  -0.561  -2.292  -2.570
C  -0.332  -1.631  -1.564
O  -1.068  -0.729  -1.033
C  0.978  -1.907  -0.829
C  2.041  -2.540  -1.449
C  3.222  -2.700  -0.742
C  3.303  -2.234  0.564
C  2.195  -1.627  1.121
N  1.062  -1.481  0.431
H  1.914  -2.876  -2.468
H  4.078  -3.172  -1.207
H  4.213  -2.324  1.141
H  2.192  -1.231  2.129
I  -0.316  2.704  -5.801
C  0.363  2.353  -3.850
C  -0.546  2.332  -2.807
C  -0.086  2.093  -1.518
C  1.265  1.879  -1.273
C  2.160  1.913  -2.337
C  1.718  2.145  -3.631
C  1.802  1.606  0.123
O  3.012  1.618  0.294
O  0.926  1.333  1.036
H  -1.600  2.490  -2.990
H  -0.785  2.078  -0.694
H  3.209  1.755  -2.125
H  2.416  2.164  -4.457

Forces on atoms 1 to 3 (eV/Å):
-0.03 0.11 -0.11
-0.04 -0.01 -0.03
0.06 -0.04 -0.01

Values from the calculation:
Multiplicity ... 5
Total charge ... -1
Molar mass ... 691.434 Da
E_tot ... -47600.28772 eV
Gap between HOMO and LUMO (alpha / beta) ... 6.507 / 7.256 eV
LUMO energy (alpha / beta) ... 2.17 / 1.08 eV
ΔE to the lowest compared entry with this formula, charge and spin ... 32.7 kJ/mol



Computed, not measured: a structure of composition C17H14N2O2Ru in a non-equilibrium geometry, with ωB97M-V/def2-TZVPD.

CARTESIAN COORDINATES (ANGSTROEM)
Ru  -0.666  2.205  0.147
C  0.547  4.596  -1.243
O  0.707  3.391  -0.515
C  1.634  2.482  -0.969
C  2.741  2.874  -1.742
C  3.702  1.943  -2.145
C  3.578  0.610  -1.774
C  2.489  0.210  -0.999
C  1.496  1.123  -0.591
N  0.452  0.653  0.244
N  -0.267  -0.178  -0.354
C  -1.273  -0.673  0.529
C  -2.286  0.203  1.041
O  -2.364  1.455  0.784
C  -3.231  -0.409  1.886
C  -3.210  -1.767  2.217
C  -2.224  -2.609  1.707
C  -2.204  -3.975  2.042
C  -1.221  -4.824  1.537
C  -0.248  -4.317  0.686
C  -0.262  -2.962  0.347
C  -1.242  -2.072  0.848
H  1.368  5.288  -1.026
H  -0.380  5.071  -0.909
H  0.462  4.415  -2.319
H  2.889  3.911  -2.022
H  4.554  2.266  -2.737
H  4.326  -0.118  -2.073
H  2.401  -0.828  -0.691
H  -4.020  0.216  2.306
H  -3.982  -2.146  2.880
H  -2.962  -4.381  2.707
H  -1.219  -5.875  1.808
H  0.523  -4.967  0.284
H  0.509  -2.584  -0.321
H  -1.119  1.772  -1.570

Forces on atoms 1 to 3 (eV/Å):
-6.20 1.92 -1.34
-0.51 2.05 -0.75
1.01 -0.01 -0.04

Values from the calculation:
Multiplicity ... 5
Total charge ... +2
Molar mass ... 379.381 Da
E_tot ... -27489.74717 eV
Gap between HOMO and LUMO (alpha / beta) ... 6.780 / 5.693 eV
LUMO energy (alpha / beta) ... -8.46 / -10.02 eV